Record 1
{
  "formula": "C2H5N",
  "method": "ωB97M-V/def2-TZVPD",
  "homo_energy_ha": [-0.2592, -0.2939],
  "elements": ["C", "C", "N", "H", "H", "H", "H", "H"],
  "coordinates": [[0.49, -0.22, -1.04], [-0.81, -0.19, 1.29], [1.09, 0.79, -1.00], [-0.18, -0.89, -1.60], [-1.29, -1.11, 1.45], [-1.34, 0.72, 1.32], [0.29, -0.08, 1.36], [1.76, 0.98, -1.79]]
}

***

Record 2
{
  "formula": "C2H5N2O",
  "method": "ωB97M-V/def2-TZVPD",
  "total_charge": 1,
  "homo_energy_ha": -0.5582,
  "smiles": "C=[NH+]CN=O",
  "elements": ["C", "C", "N", "N", "O", "H", "H", "H", "H", "H"],
  "coordinates": [[-0.61, -1.00, 0.07], [0.28, 1.16, 0.11], [-1.95, -0.40, -0.01], [0.34, -0.04, -0.37], [-2.02, 0.77, -0.10], [-0.52, -1.27, 1.14], [-0.61, -1.93, -0.50], [-0.04, 1.35, 1.12], [0.73, 1.99, -0.43], [0.72, -0.17, -1.31]]
}

***

Record 3
{
  "formula": "C2H5N2O2",
  "method": "ωB97M-V/def2-TZVPD",
  "total_charge": -1,
  "homo_energy_ha": -0.1650,
  "elements": ["N", "C", "N", "H", "H", "H", "H", "O", "C", "O", "H"],
  "coordinates": [[-0.53, 0.59, 0.11], [-1.64, -0.11, 0.38], [-2.82, 0.13, -0.09], [-0.66, 1.45, -0.40], [0.37, 0.10, 0.29], [-1.43, -1.05, 0.91], [-3.30, -0.65, -0.50], [1.88, -0.70, 0.73], [2.50, -0.07, -0.18], [2.37, 1.08, -0.61], [3.26, -0.77, -0.66]]
}

***

Record 4
{
  "formula": "C2H5N2O2S",
  "method": "ωB97M-V/def2-TZVPD",
  "total_charge": -1,
  "homo_energy_ha": -0.1314,
  "smiles": "CN(SN)C(=O)[O-]",
  "elements": ["C", "C", "N", "N", "O", "O", "S", "H", "H", "H", "H", "H"],
  "coordinates": [[-0.64, -1.78, -0.78], [-1.33, 0.17, 0.75], [1.56, 0.07, -1.71], [-0.92, -0.30, -0.57], [-0.14, -1.97, -1.89], [-0.94, -2.50, 0.16], [-0.10, 0.54, -1.78], [-0.64, -0.07, 1.61], [-1.58, 1.22, 0.63], [-2.19, -0.37, 0.88], [1.64, -0.87, -2.07], [2.04, 0.09, -0.77]]
}

***

Record 5
{
  "formula": "C2H5N2OP",
  "method": "ωB97M-V/def2-TZVPD",
  "homo_energy_ha": -0.2770,
  "smiles": "NC1=PO1.C=N",
  "elements": ["C", "C", "N", "N", "O", "P", "H", "H", "H", "H", "H"],
  "coordinates": [[0.37, 1.27, -1.45], [-0.34, -0.24, 2.42], [-1.38, -0.96, 2.47], [0.48, 1.20, -2.81], [-0.64, 0.81, -0.71], [0.88, 1.57, 0.10], [0.06, 0.23, 3.24], [0.37, -0.28, 1.51], [-1.78, -1.36, 1.66], [-0.23, 0.61, -3.21], [1.43, 1.14, -3.12]]
}

***

Record 6
{
  "formula": "C2H5N2P",
  "method": "ωB97M-V/def2-TZVPD",
  "homo_energy_ha": -0.3027,
  "smiles": "[PH3]=N[C@@H]1C=N1",
  "elements": ["C", "C", "N", "N", "P", "H", "H", "H", "H", "H"],
  "coordinates": [[1.33, -0.88, -0.06], [2.20, 0.26, 0.31], [1.73, 0.31, -0.85], [-0.13, -1.18, 0.37], [-1.11, -0.03, -0.17], [1.80, -1.79, -0.37], [2.81, 0.83, 1.10], [-0.63, 1.27, -0.12], [-2.39, -0.29, 0.52], [-1.39, -0.10, -1.63]]
}

***

Record 7
{
  "formula": "C2H5N2S",
  "method": "ωB97M-V/def2-TZVPD",
  "total_charge": 1,
  "homo_energy_ha": -0.5499,
  "elements": ["C", "C", "N", "N", "S", "H", "H", "H", "H", "H"],
  "coordinates": [[-0.32, -0.50, -0.04], [1.30, 0.91, 0.31], [-0.02, 0.77, -0.28], [-1.35, -1.17, -0.48], [1.11, -1.15, 0.69], [2.05, 1.25, -0.32], [1.41, 1.22, 1.47], [-0.62, 1.43, -0.69], [-2.15, -0.66, -0.71], [-1.39, -2.10, 0.05]]
}

***

Record 8
{
  "formula": "C2H5N3O",
  "method": "ωB97M-V/def2-TZVPD",
  "homo_energy_ha": -0.3594,
  "smiles": "[H]/N=C\\O.N#CN",
  "elements": ["C", "C", "N", "N", "N", "O", "H", "H", "H", "H", "H"],
  "coordinates": [[-1.67, -0.60, -0.26], [1.90, 0.25, 0.26], [-1.08, -1.55, -0.55], [-2.18, 0.54, 0.20], [1.38, 0.98, -0.63], [1.96, -1.08, 0.33], [2.44, 0.92, 1.08], [-1.88, 0.85, 1.12], [-3.15, 0.53, 0.07], [1.08, 0.63, -1.52], [1.20, -1.48, -0.10]]
}

***

Record 9
{
  "formula": "C2H5N3O",
  "method": "ωB97M-V/def2-TZVPD",
  "homo_energy_ha": -0.3288,
  "smiles": "C=NO/C=N/N",
  "elements": ["C", "C", "H", "H", "H", "H", "H", "N", "N", "N", "O"],
  "coordinates": [[0.70, -0.40, -0.48], [-2.30, -0.62, 1.12], [2.81, 1.15, -0.40], [1.78, 1.93, -1.44], [1.22, -1.08, -1.11], [-2.99, 0.16, 1.51], [-2.55, -1.74, 1.27], [2.02, 1.05, -1.02], [0.85, 0.79, -0.31], [-1.22, -0.14, 0.67], [-0.32, -1.10, 0.18]]
}

***

Record 10
{
  "formula": "C2H5N3O",
  "method": "ωB97M-V/def2-TZVPD",
  "homo_energy_ha": -0.3669,
  "smiles": "[H]/N=C/N(N)C=O",
  "elements": ["C", "C", "H", "H", "H", "H", "H", "N", "N", "N", "O"],
  "coordinates": [[1.36, 0.30, 0.00], [-0.74, -0.84, -0.09], [-1.14, 2.00, -0.73], [-1.26, 1.31, 0.98], [1.59, 1.34, 0.00], [3.12, -0.33, 0.18], [-0.28, -1.77, 0.07], [-0.68, 1.54, 0.13], [-0.03, 0.26, -0.30], [2.13, -0.70, 0.08], [-1.97, -0.88, 0.08]]
}

***

Record 11
{
  "formula": "C2H5N3O",
  "method": "ωB97M-V/def2-TZVPD",
  "homo_energy_ha": -0.3070,
  "smiles": "N/N=C\\NC=O",
  "elements": ["C", "C", "H", "H", "H", "H", "H", "N", "N", "N", "O"],
  "coordinates": [[0.56, 0.03, -0.56], [0.53, -1.59, 1.28], [-1.57, 1.97, -1.92], [-0.64, 2.19, -0.38], [1.46, -0.77, -0.55], [-0.82, -0.11, 0.85], [-0.32, -1.82, 2.11], [-1.00, 1.59, -1.15], [-0.03, 0.62, -1.49], [0.19, -0.09, 0.80], [1.63, -2.03, 1.01]]
}

***

Record 12
{
  "formula": "C2H5N3O2",
  "method": "ωB97M-V/def2-TZVPD",
  "homo_energy_ha": -0.3541,
  "elements": ["C", "C", "N", "N", "N", "O", "O", "H", "H", "H", "H", "H"],
  "coordinates": [[-0.02, 2.21, -0.32], [-1.52, -0.69, 0.61], [-1.58, 0.42, 0.29], [0.75, 1.36, -0.18], [1.56, -1.07, -0.15], [-1.35, -1.70, 1.19], [-2.31, 1.18, -0.57], [1.23, 0.45, -0.14], [-1.70, 2.06, -0.52], [0.62, -1.47, -0.37], [1.91, -1.38, 0.76], [2.40, -1.37, -0.59]]
}

***

Record 13
{
  "formula": "C2H5N3O2",
  "method": "ωB97M-V/def2-TZVPD",
  "homo_energy_ha": -0.3228,
  "smiles": "NNC1=NOCO1",
  "elements": ["C", "C", "H", "H", "H", "H", "H", "N", "N", "N", "O", "O"],
  "coordinates": [[-0.05, 0.38, -0.19], [-1.92, -0.67, 0.06], [2.55, 0.26, 1.03], [2.81, -0.76, -0.37], [1.49, 1.59, -0.43], [-2.58, -1.22, -0.62], [-2.06, -1.07, 1.11], [2.14, -0.28, 0.26], [1.28, 0.57, -0.50], [-0.90, 1.32, 0.08], [-2.17, 0.70, -0.05], [-0.58, -0.83, -0.40]]
}

***

Record 14
{
  "formula": "C2H5N3O3",
  "method": "ωB97M-V/def2-TZVPD",
  "homo_energy_ha": -0.3552,
  "elements": ["C", "C", "H", "H", "H", "H", "H", "N", "N", "N", "O", "O", "O"],
  "coordinates": [[-0.80, 0.52, 0.02], [1.98, -0.26, -0.45], [-3.02, -1.73, -1.01], [-1.49, -1.52, 0.99], [-2.77, 1.27, 0.20], [1.31, 0.71, 1.43], [1.30, -0.48, -1.28], [-2.74, -0.99, 0.12], [-2.12, 0.09, -0.62], [1.30, -0.20, 0.84], [-0.39, 1.74, -0.02], [-0.05, -0.40, 0.40], [3.25, -0.35, -0.39]]
}

***

Record 15
{
  "formula": "C2H5N3O4",
  "method": "ωB97M-V/def2-TZVPD",
  "homo_energy_ha": -0.3953,
  "smiles": "CC(N)([N+](=O)[O-])[N+](=O)[O-]",
  "elements": ["C", "C", "N", "N", "N", "O", "O", "O", "O", "H", "H", "H", "H", "H"],
  "coordinates": [[-1.32, -0.80, -0.14], [-0.01, 0.07, -0.14], [0.09, 1.02, -1.08], [0.07, 0.95, 1.29], [1.31, -0.82, 0.01], [-0.49, 0.54, 2.27], [1.21, -1.95, 0.46], [0.76, 1.90, 1.25], [2.25, -0.34, -0.59], [-1.55, -1.32, 0.72], [-1.29, -1.55, -0.99], [-2.10, -0.09, -0.36], [0.39, 0.61, -1.98], [0.69, 1.77, -0.72]]
}

***

Record 16
{
  "formula": "C2H5N3OS",
  "method": "ωB97M-V/def2-TZVPD",
  "homo_energy_ha": -0.3201,
  "elements": ["C", "C", "H", "H", "H", "H", "H", "N", "N", "N", "O", "S"],
  "coordinates": [[-0.97, 0.20, 0.14], [1.51, 0.30, 0.16], [-4.20, -1.00, -0.77], [-3.80, -0.27, 0.92], [-1.91, -1.93, 0.74], [-1.88, 1.82, -0.03], [1.43, 1.31, 0.45], [-3.33, -0.20, -0.22], [-2.03, -0.66, -0.15], [-0.94, 1.49, -0.06], [0.39, -0.44, 0.32], [3.01, -0.24, -0.17]]
}

***

Record 17
{
  "formula": "C2H5N3OS",
  "method": "ωB97M-V/def2-TZVPD",
  "homo_energy_ha": -0.3212,
  "smiles": "[H]/N=C(/C=N\\O)NS",
  "elements": ["C", "C", "H", "H", "H", "H", "H", "N", "N", "N", "O", "S"],
  "coordinates": [[-0.29, -0.71, -0.48], [-0.76, -0.91, 1.02], [1.92, 1.39, -2.05], [0.75, 0.89, 0.18], [-0.75, -1.06, -2.27], [-1.56, -1.77, 1.25], [0.96, 1.12, 2.57], [0.14, 0.70, -0.67], [-0.94, -1.39, -1.28], [-0.47, -0.25, 2.02], [0.63, 0.61, 1.76], [0.38, 1.38, -2.06]]
}

***

Record 18
{
  "formula": "C2H5N3OS",
  "method": "ωB97M-V/def2-TZVPD",
  "homo_energy_ha": -0.3207,
  "smiles": "N/N=C\\NSC=O",
  "elements": ["C", "C", "H", "H", "H", "H", "H", "N", "N", "N", "O", "S"],
  "coordinates": [[0.96, 0.79, 1.14], [-1.57, -1.15, -0.68], [1.91, 0.07, -1.79], [0.26, 0.09, -1.16], [1.38, 1.32, 1.92], [-0.86, 0.88, 2.17], [-0.59, -1.77, -0.51], [1.34, -0.23, -0.86], [1.79, 0.42, 0.26], [-0.48, 0.55, 1.18], [-2.29, -1.44, -1.64], [-1.83, 0.46, -0.02]]
}

***

Record 19
{
  "formula": "C2H5N3OS",
  "method": "ωB97M-V/def2-TZVPD",
  "homo_energy_ha": -0.3305,
  "elements": ["C", "C", "H", "H", "H", "H", "H", "N", "N", "N", "O", "S"],
  "coordinates": [[0.63, -0.93, 0.23], [-2.21, 0.75, 0.09], [2.19, 1.84, -0.72], [3.10, 0.19, -0.68], [1.48, -1.65, 0.35], [-1.13, -1.48, 1.38], [-1.11, 1.48, 0.44], [2.27, 0.80, -0.32], [0.92, 0.24, -0.30], [-0.67, -1.46, 0.25], [-3.53, 1.07, 0.04], [-1.95, -0.86, -0.75]]
}

***

Record 20
{
  "formula": "C2H5N3S",
  "method": "ωB97M-V/def2-TZVPD",
  "homo_energy_ha": -0.3256,
  "smiles": "C=NN/C=N\\S",
  "elements": ["C", "C", "H", "H", "H", "H", "H", "N", "N", "N", "S"],
  "coordinates": [[1.07, -0.48, -0.62], [-0.81, 1.23, 0.83], [-0.95, -2.95, 0.59], [2.15, -0.47, -0.75], [1.06, 1.28, -1.55], [-0.50, 0.53, 1.61], [-1.63, 1.86, 1.13], [0.64, -1.49, 0.01], [0.43, 0.68, -1.06], [-0.39, 1.50, -0.33], [-1.07, -1.70, 0.13]]
}

***

DFT total energy (eV)
-3639.943; -7172.326; -9231.333; -20066.556; -16467.948; -14419.627; -15962.443; -8671.543; -8668.761; -8671.052; -8669.840; -10716.100; -10717.308; -12757.213; -14809.188; -19501.445; -19503.788; -19504.660; -19502.643; -17457.968